<1>
9
Properties=species:S:1:pos:R:3:nbo_charge:R:1 method="wB97M-V/def2-TZVPD" homo_lumo_gap_ev="8.70 / 7.84"
C 1.57 -0.11 -0.43 0.3298
N 2.35 -0.25 -1.27 -0.3210
N 0.03 1.13 0.63 -0.4709
N 0.81 0.03 0.56 -0.2627
N -1.16 -1.27 -0.12 0.5385
O -1.23 -2.35 -0.61 -0.2632
O -1.83 -0.31 -0.07 -0.2994
H 0.07 1.90 0.03 0.3704
H -0.63 1.23 1.28 0.3786



<2>
9
Properties=species:S:1:pos:R:3:nbo_charge:R:1 method="wB97M-V/def2-TZVPD" homo_lumo_gap_ev=10.75
C -1.88 0.40 0.09 0.8499
N 1.78 0.51 -0.69 -0.5389
N -1.50 -0.94 -0.02 -0.3504
N 1.14 -0.29 -0.09 0.2768
N 0.69 -1.13 0.50 -0.0871
O -2.73 -0.26 -0.65 -0.3630
O -1.59 1.45 0.51 -0.5222
H 1.32 1.21 -1.13 0.3718
H -1.84 -1.35 0.87 0.3631



So which one is most stable? That would be <2>, about 35.3 kcal/mol below the next structure.



<1>
22
Properties=species:S:1:pos:R:3:nbo_charge:R:1 method="wB97M-V/def2-TZVPD" homo_lumo_gap_ev=10.30 smiles=CCN.O.O.O.O
C -3.03 2.43 1.67 -0.6523
C -1.91 1.64 2.29 -0.2177
N -2.36 0.19 2.56 -0.8510
H -3.48 2.10 0.69 0.2172
H -2.74 3.50 1.68 0.2214
H -4.00 2.59 2.22 0.2178
H -1.73 1.94 3.24 0.1765
H -1.03 1.57 1.79 0.1853
H -3.29 0.20 2.79 0.3521
H -1.76 -0.07 3.43 0.3548
O -3.96 -2.29 1.47 -0.9337
H -4.37 -2.15 0.64 0.4555
H -3.29 -1.66 1.37 0.4742
O 6.79 -0.08 -1.65 -0.9265
H 6.14 0.36 -2.25 0.4504
H 6.16 -0.63 -1.07 0.4789
O 4.57 -0.92 -3.56 -0.9299
H 4.38 -1.03 -4.50 0.4750
H 5.37 -0.51 -3.48 0.4521
O -0.96 -0.65 -1.81 -0.9532
H -1.00 -0.03 -1.14 0.4752
H -0.72 -0.36 -2.66 0.4778



<2>
22
Properties=species:S:1:pos:R:3:nbo_charge:R:1 method="wB97M-V/def2-TZVPD" homo_lumo_gap_ev=10.17 smiles=CCN.O.O.O.O
C 0.37 -0.72 1.40 -0.6483
C -0.27 0.55 1.93 -0.2344
N -1.47 0.39 2.79 -0.7946
H -0.34 -1.56 1.37 0.1985
H 0.70 -0.72 0.36 0.2136
H 1.17 -1.14 1.99 0.2118
H 0.47 1.16 2.44 0.1848
H -0.60 1.15 1.08 0.1871
H -2.15 0.05 2.14 0.3390
H -1.28 -0.45 3.33 0.3384
O -4.69 -3.00 0.95 -0.9470
H -4.09 -2.95 0.20 0.4735
H -5.19 -2.19 1.03 0.4738
O 1.55 1.70 -2.03 -0.9524
H 2.25 2.02 -2.62 0.4843
H 1.98 1.93 -1.20 0.4692
O -0.33 -0.85 -2.07 -0.9576
H -0.51 -1.36 -1.28 0.4635
H 0.17 -0.06 -1.85 0.4946
O 4.41 1.86 -2.09 -0.9538
H 5.00 2.40 -1.57 0.4778
H 4.83 1.77 -2.95 0.4784



<3>
22
Properties=species:S:1:pos:R:3:nbo_charge:R:1 method="wB97M-V/def2-TZVPD" homo_lumo_gap_ev=9.70 smiles=CNC.O.O.O.O
C 2.76 0.23 -2.23 -0.4106
N 2.04 1.10 -1.29 -0.6345
C 0.57 1.06 -1.32 -0.4146
H 2.53 -0.81 -1.98 0.1998
H 2.40 0.39 -3.24 0.1690
H 3.81 0.46 -2.15 0.2009
H 2.19 2.05 -1.61 0.3557
H 0.32 1.25 -2.38 0.1592
H 0.10 1.95 -0.90 0.2113
H 0.05 0.15 -1.03 0.2014
O 4.01 1.88 0.45 -0.9715
H 4.70 1.93 -0.23 0.4464
H 3.31 1.35 -0.03 0.4873
O -0.94 0.21 2.60 -0.9256
H -1.43 0.80 3.17 0.4604
H -1.60 0.14 1.89 0.4650
O -3.36 -3.11 -0.42 -0.9380
H -2.94 -3.96 -0.27 0.4690
H -2.81 -2.58 0.19 0.4692
O -4.17 -1.06 1.88 -0.9448
H -4.56 -1.22 1.02 0.4758
H -4.72 -0.36 2.24 0.4693



So which one is most stable? That would be <2>, about 9.8 kcal/mol below the next structure.